No. 1
# C25H38N7S2Ti

A molecular structure, C25H38N7S2Ti (ωB97M-V/def2-TZVPD, the Open Molecules 2025 dataset).

```
73
Properties=species:S:1:pos:R:3:forces:R:3:mulliken_charge:R:1
Ti -0.579 -0.111 -0.629 1.899 0.302 -2.103 -1.757
N -4.137 3.214 -1.154 0.063 0.429 0.045 -0.441
C -3.688 1.992 -0.728 0.264 -0.720 0.224 0.253
S -4.594 0.632 -1.194 -0.589 -0.534 -0.012 -0.484
N -2.583 1.986 -0.032 -0.419 1.956 0.248 -1.684
N -1.989 0.821 0.284 -1.206 -0.359 0.647 2.407
C -2.116 0.305 1.496 -0.433 0.587 -0.052 -0.711
C -1.731 -1.036 1.645 -0.112 -0.703 0.077 0.857
C -1.918 -1.764 2.841 0.045 0.277 -0.120 -1.102
C -1.814 -3.124 2.836 0.050 0.013 -0.320 -0.409
C -1.511 -3.766 1.617 -0.015 0.111 0.059 -0.927
C -1.238 -3.000 0.514 -0.064 -0.588 -0.186 -0.080
N -1.296 -1.661 0.486 -0.484 -0.395 0.986 0.645
H -5.119 3.250 -1.371 0.093 -0.035 0.020 0.217
H -3.749 4.016 -0.683 0.032 0.034 0.045 0.232
H -2.617 0.852 2.291 0.103 -0.002 -0.121 0.278
H -2.159 -1.212 3.737 -0.044 0.007 0.056 0.482
H -1.971 -3.705 3.731 -0.026 -0.002 0.097 0.457
H -1.459 -4.842 1.561 0.032 -0.058 -0.100 0.427
H -0.938 -3.501 -0.408 0.003 0.123 0.143 0.284
C 0.055 -1.618 -3.573 0.647 0.127 -0.047 -0.914
C 1.448 -1.207 -3.058 -0.241 -0.157 -0.225 -0.774
N 1.328 -0.053 -2.177 0.639 -0.101 0.379 0.212
C 1.589 1.247 -2.770 0.010 0.322 -0.166 -0.645
C 0.394 1.733 -3.580 -0.129 -0.022 0.370 -0.874
S -1.131 1.677 -2.552 0.272 -0.001 -0.348 0.036
C -2.174 0.524 -3.505 -0.048 -0.017 0.036 -0.797
C -2.218 -0.900 -2.949 -0.724 0.016 -0.297 -0.726
N -0.920 -1.396 -2.506 -0.219 -0.715 0.298 0.195
H 0.084 -2.666 -3.902 -0.137 0.180 0.037 0.433
H -0.218 -1.018 -4.443 -0.074 -0.030 0.124 0.312
H 2.119 -1.005 -3.906 -0.047 -0.107 0.135 0.483
H 1.865 -2.042 -2.485 0.012 0.152 -0.024 0.292
H 1.925 -0.164 -1.357 -0.164 0.037 -0.232 0.035
H 2.487 1.232 -3.416 -0.181 0.046 0.197 0.551
H 1.760 1.959 -1.952 0.049 -0.196 -0.105 0.094
H 0.244 1.131 -4.474 -0.044 0.055 -0.067 0.326
H 0.536 2.775 -3.871 0.022 -0.098 -0.095 0.635
H -1.844 0.570 -4.542 0.005 0.008 -0.020 0.606
H -3.184 0.932 -3.435 0.036 -0.089 -0.056 0.492
H -2.666 -1.544 -3.726 0.076 0.052 0.179 0.424
H -2.904 -0.891 -2.084 0.193 -0.008 -0.260 0.225
H -1.069 -2.268 -2.003 -0.122 0.019 -0.242 0.146
C 1.819 -2.694 0.592 0.039 -0.085 0.085 -0.947
C 2.404 -1.870 1.738 -0.001 0.051 -0.367 0.115
C 3.616 -1.077 1.230 -0.020 -0.155 0.143 -1.528
C 1.477 -0.881 2.413 -0.156 0.355 -0.295 0.455
C 1.321 -0.943 3.783 -0.046 0.003 0.231 -0.664
C 0.835 0.132 4.510 0.040 -0.034 0.125 -1.411
C 0.702 1.351 3.861 -0.106 -0.061 0.287 -0.400
C 0.835 1.465 2.493 0.083 -0.261 -0.444 0.382
C 1.073 2.826 1.873 0.004 0.069 -0.367 0.009
C 0.062 3.272 0.822 0.040 -0.086 0.135 -1.429
C 2.476 2.821 1.251 -0.076 0.018 0.217 -1.357
C 0.994 0.275 1.714 0.639 0.105 2.504 0.199
N 0.755 0.240 0.411 0.099 -0.104 -1.260 0.870
H 2.628 -3.157 0.022 0.010 -0.061 -0.074 0.690
H 1.229 -2.042 -0.060 0.238 -0.304 0.077 -0.109
H 1.183 -3.486 0.983 -0.045 0.001 -0.093 0.165
H 2.758 -2.565 2.509 -0.059 0.064 -0.033 0.591
H 3.291 -0.344 0.494 0.038 0.091 -0.088 0.174
H 4.352 -1.735 0.772 0.098 -0.082 -0.074 0.494
H 4.089 -0.545 2.051 0.075 0.111 0.051 0.353
H 1.622 -1.844 4.302 0.052 -0.098 0.043 0.424
H 0.686 0.048 5.577 0.005 0.039 0.077 0.395
H 0.516 2.245 4.442 0.001 0.111 0.040 0.459
H 1.072 3.566 2.684 -0.050 -0.147 -0.013 0.576
H 0.036 2.553 -0.006 -0.057 0.367 0.259 0.018
H 0.344 4.250 0.433 0.005 0.126 -0.053 0.618
H -0.934 3.344 1.250 -0.095 -0.036 -0.157 0.282
H 2.500 2.111 0.425 0.079 -0.024 -0.075 0.078
H 3.221 2.521 1.986 0.108 -0.029 0.004 0.329
H 2.736 3.808 0.875 0.041 0.143 -0.089 0.455
```
Forces are in eV/Å.

spin multiplicity = 2
net charge = 0
lowest unoccupied orbital energy (spin up / spin down) = 0.0026 / -0.0222 Ha
HOMO-LUMO gap (spin up / spin down) = 6.30 / 6.25 eV
energy relative to the best compared isomer or geometry (same formula, charge and spin) = 35.3 kcal/mol



No. 2
# C25H38P2Pt

A molecular structure, C25H38P2Pt (ωB97M-V/def2-TZVPD, the Open Molecules 2025 dataset).

```
66
Properties=species:S:1:pos:R:3:forces:R:3:mulliken_charge:R:1
P 0.156 -3.384 1.380 1.407 -0.254 1.042 0.726
P -0.074 3.592 0.894 -1.863 -2.641 1.529 1.231
C -0.416 0.801 -0.375 -0.348 0.196 2.371 -0.532
C 0.056 2.233 -0.461 0.935 -0.113 -1.705 -1.404
H 0.213 0.159 0.275 -0.117 0.391 -0.405 0.172
H -1.436 0.715 0.020 -0.059 -0.139 -0.459 0.627
H 1.139 2.207 -0.614 -0.237 -0.026 -0.405 0.477
H -0.382 2.723 -1.334 -0.006 0.084 -0.240 0.744
C -1.521 4.643 0.495 0.117 0.334 -0.329 -1.254
H -2.157 4.761 1.395 0.555 -0.132 -0.428 0.404
H -2.112 4.144 -0.291 0.165 0.223 0.265 0.370
H -1.227 5.646 0.133 -0.063 -0.529 0.161 0.421
C 1.657 4.228 0.626 0.759 0.080 -0.085 -1.082
H 1.817 5.011 -0.150 -0.799 -0.449 0.366 0.367
H 2.268 3.357 0.284 -0.380 0.832 0.653 0.417
H 2.078 4.648 1.548 -0.201 -0.283 -0.102 0.418
C -0.099 -5.011 0.630 -1.011 0.319 -0.404 -1.001
H 0.478 -5.691 1.244 0.049 -0.289 0.189 0.414
H 0.366 -4.982 -0.370 -0.345 -0.093 0.288 0.330
H -1.159 -5.311 0.597 0.508 0.081 -0.189 0.378
C 1.839 -3.602 1.996 0.148 0.884 -1.138 -1.182
H 2.225 -2.675 2.447 0.019 -0.419 -0.175 0.295
H 2.439 -3.970 1.166 0.486 -0.075 0.390 0.396
H 1.634 -4.358 2.752 0.570 -0.189 0.069 0.487
Pt -0.323 -0.299 -2.271 0.126 0.835 6.394 0.125
C 0.314 0.861 -3.754 -0.627 1.360 -2.306 -0.288
C -1.133 0.809 -3.712 0.711 1.530 -2.486 -0.208
C -1.880 -0.068 -4.690 -0.895 -0.264 0.400 -1.131
C -1.599 -1.608 -4.501 -0.703 0.019 -0.260 -0.664
C -0.934 -1.977 -3.177 1.216 -1.565 -1.126 -0.128
C 0.533 -1.944 -3.127 -1.154 -1.374 -1.479 -0.133
C 1.253 -1.492 -4.397 0.831 0.337 0.199 -1.100
C 1.055 0.030 -4.779 0.441 -0.115 -0.272 -0.717
C -0.495 -2.962 3.001 -1.385 0.255 -0.845 -0.894
H 0.801 1.779 -3.396 -0.120 -0.482 0.078 0.556
H -1.650 1.702 -3.335 0.086 -0.455 0.083 0.584
H -1.656 0.250 -5.716 -0.029 -0.145 0.153 0.414
H -2.962 0.097 -4.536 0.519 -0.041 -0.127 0.354
H -2.567 -2.123 -4.582 0.418 0.094 0.011 0.439
H -0.968 -1.962 -5.332 -0.324 0.027 0.372 0.117
H -1.410 -2.678 -2.469 -0.100 0.500 -0.467 0.528
H 1.028 -2.669 -2.453 -0.115 0.732 -0.320 0.468
H 0.954 -2.109 -5.260 0.194 0.047 0.443 0.412
H 2.332 -1.628 -4.243 -0.336 -0.151 -0.105 0.337
H 2.058 0.451 -4.949 -0.419 -0.073 0.094 0.406
H 0.513 0.140 -5.730 0.211 -0.244 0.185 0.230
H -0.010 -2.010 3.282 -0.336 -0.279 0.057 0.181
H -0.134 -3.795 3.602 -0.273 0.065 0.386 0.416
H -1.586 -2.906 2.949 0.213 0.173 0.580 0.408
C 2.156 0.082 4.339 -0.106 -0.179 -0.006 -0.488
C 2.458 0.453 3.011 0.145 -0.107 0.066 -1.183
C 1.515 1.158 2.267 -0.489 0.239 0.220 -0.306
C 0.235 1.496 2.812 0.145 -0.115 0.095 0.874
C -0.716 2.443 2.228 1.625 -0.259 -1.224 0.163
C -2.092 2.208 2.471 -0.441 0.355 0.555 -0.319
C -2.498 1.374 3.537 0.291 0.159 -0.077 -1.024
C -1.560 0.713 4.333 0.262 0.273 0.241 -0.657
C -0.172 0.802 4.011 0.287 0.234 -0.160 -0.288
C 0.856 0.231 4.822 0.245 -0.150 -0.487 -0.758
H 2.947 -0.353 4.969 -0.510 0.248 -0.283 0.397
H 3.447 0.225 2.580 -0.573 0.198 0.285 0.456
H 1.757 1.430 1.232 0.059 0.145 0.623 0.481
H -2.861 2.656 1.830 0.250 -0.045 0.413 0.441
H -3.558 1.267 3.790 0.355 0.024 -0.373 0.414
H -1.839 0.121 5.220 -0.017 0.456 -0.534 0.434
H 0.607 -0.074 5.838 0.031 -0.053 -0.251 0.433
```
Forces are in eV/Å.

spin multiplicity = 5
net charge = +2
lowest unoccupied orbital energy (spin up / spin down) = -0.2391 / -0.3389 Ha
HOMO-LUMO gap (spin up / spin down) = 2.75 / 3.00 eV
energy relative to the best compared isomer or geometry (same formula, charge and spin) = 100.2 kcal/mol



No. 3
# C25H38P2Pt

A molecular structure, C25H38P2Pt (ωB97M-V/def2-TZVPD, the Open Molecules 2025 dataset).

```
66
Properties=species:S:1:pos:R:3:forces:R:3:mulliken_charge:R:1
P -2.781 1.031 -0.783 2.540 -0.613 -1.058 0.212
P 2.239 -0.157 0.882 0.670 1.454 -1.773 1.267
C -0.693 -0.431 1.166 -1.121 -1.545 -1.803 -0.368
C 0.675 -0.486 1.723 -1.051 0.124 0.482 -1.157
H -0.998 -1.272 0.458 0.625 -0.126 2.360 -1.483
H -1.632 -0.201 1.698 1.200 0.409 0.510 0.429
H 0.673 0.314 2.471 0.443 -0.610 0.231 0.786
H 0.928 -1.464 2.120 -0.237 -0.199 0.970 0.636
C 3.064 -1.387 -0.205 -0.450 -0.994 0.540 -1.318
H 4.075 -1.213 -0.670 -0.970 0.492 1.049 0.438
H 2.376 -1.627 -1.054 0.905 0.280 0.823 0.532
H 3.106 -2.228 0.522 0.270 -0.211 -1.003 0.515
C 3.142 0.131 2.426 0.040 -0.230 -0.055 -1.407
H 3.695 -0.788 2.548 0.603 -0.164 0.383 0.427
H 2.362 0.153 3.178 0.242 -0.025 0.285 0.577
H 3.754 1.016 2.587 0.168 -0.071 -0.623 0.362
C -3.473 0.545 -2.372 -0.264 0.565 -0.387 -1.229
H -3.733 1.432 -2.939 -0.880 0.016 0.017 0.509
H -4.254 -0.167 -2.104 -0.428 0.273 -0.756 0.456
H -2.721 0.041 -3.008 -0.619 0.764 0.503 0.595
C -3.754 1.387 0.648 -0.586 0.228 0.464 -0.993
H -3.302 1.213 1.623 0.330 -0.155 -0.205 0.380
H -4.636 0.756 0.574 -0.384 0.075 0.085 0.521
H -4.031 2.436 0.592 -0.269 0.063 0.146 0.365
Pt -0.807 -0.068 -0.919 -0.611 4.261 -0.289 1.858
C -0.359 -3.233 0.614 -0.161 -0.541 -0.367 0.040
C 0.165 -2.965 -0.616 -0.629 -1.195 1.838 0.379
C -0.350 -3.574 -1.884 -0.733 0.106 -0.479 -0.718
C -1.839 -3.247 -2.240 0.220 -0.354 -0.216 -1.205
C -2.322 -1.965 -1.586 -0.965 -1.249 -0.270 0.198
C -3.014 -1.866 -0.414 0.140 -0.672 -0.864 0.217
C -3.058 -2.991 0.605 -0.482 0.424 -0.014 -1.333
C -1.767 -3.821 0.896 1.030 -0.549 0.344 -1.203
C -1.001 2.237 -1.491 0.101 0.781 -0.551 -1.283
H 0.235 -3.120 1.554 -0.503 0.396 -1.074 0.614
H 1.100 -2.426 -0.660 -0.233 -0.678 0.084 -0.678
H -0.305 -4.671 -1.804 0.489 0.360 -0.191 0.329
H 0.292 -3.208 -2.701 -0.219 -0.495 0.141 0.346
H -1.851 -3.033 -3.330 -0.164 -0.311 0.584 0.458
H -2.541 -4.121 -2.111 0.789 0.934 0.282 0.320
H -2.245 -1.213 -2.369 -0.372 -0.292 0.859 -0.029
H -3.636 -0.969 -0.158 0.857 -1.098 -0.182 -0.077
H -3.841 -3.703 0.283 0.258 0.242 0.134 0.455
H -3.439 -2.558 1.550 0.250 -0.244 -0.435 0.415
H -1.785 -4.009 1.992 -0.061 -0.136 -0.774 0.411
H -1.838 -4.813 0.405 -0.019 0.536 0.168 0.337
H -0.487 3.069 -0.932 -0.589 -1.442 0.319 0.377
H -2.083 2.572 -1.601 1.388 0.778 -0.583 0.327
H -0.544 2.270 -2.494 -0.384 -0.577 0.131 0.537
C 2.340 4.660 2.297 -0.268 -0.583 0.003 -0.822
C 1.241 3.808 2.475 0.566 0.726 0.177 -0.814
C 1.068 2.722 1.625 0.281 -0.428 -0.796 0.540
C 1.980 2.411 0.575 -1.026 1.753 0.331 -0.441
C 1.966 1.206 -0.246 -0.725 0.168 2.965 1.391
C 2.574 1.246 -1.510 1.554 0.923 -2.295 -1.086
C 3.582 2.163 -1.771 -0.592 -0.848 -0.142 -0.704
C 3.870 3.160 -0.855 0.644 1.033 1.360 -0.861
C 3.024 3.332 0.289 -0.789 0.694 1.780 0.317
C 3.175 4.412 1.213 1.016 -0.322 -0.793 -0.699
H 2.556 5.469 3.012 -0.171 -0.409 -0.558 0.414
H 0.548 4.013 3.290 0.051 -0.205 -0.268 0.460
H 0.158 2.138 1.741 0.198 -0.081 -0.094 0.212
H 2.234 0.566 -2.257 0.034 -0.338 -0.604 0.623
H 4.147 2.189 -2.681 -0.049 -0.380 -0.482 0.526
H 4.702 3.881 -0.937 -0.554 -0.546 -0.407 0.412
H 4.072 5.020 1.073 -0.344 0.060 0.044 0.386
```
Forces are in eV/Å.

spin multiplicity = 5
net charge = +2
lowest unoccupied orbital energy (spin up / spin down) = -0.2468 / -0.3017 Ha
HOMO-LUMO gap (spin up / spin down) = 5.17 / 5.73 eV
energy relative to the best compared isomer or geometry (same formula, charge and spin) = 188.6 kcal/mol



Record order is preserved below.
Electronic energy: -81758.0646, -48341.9112, -48338.0747 eV
Record order is preserved below.
Molar mass: 548.6, 595.6, 595.6 g/mol
Record order is preserved below.
Maximum force: 2.85, 6.45, 4.31 eV/A